Here is a structure of composition C53H40BrNNiOP2S from the Open Molecules 2025 dataset. Energies are from wB97M-V/def2-TZVPD.

```
! wB97M-V def2-TZVPD RIJCOSX def2/J DEFGRID3
* xyz 2 3
Ni 10.799 12.764 11.629
O 12.920 13.678 8.721
S 12.593 13.061 10.027
C 13.415 11.429 9.845
C 14.770 11.556 9.586
C 15.519 10.511 9.011
C 14.868 9.331 8.661
C 15.339 8.140 7.850
C 14.044 7.320 7.556
C 12.927 8.110 8.210
C 11.545 7.969 8.203
C 10.770 8.918 8.906
C 11.316 9.995 9.615
P 10.113 10.875 10.686
C 9.552 9.767 11.983
C 8.502 10.144 12.822
C 8.118 9.321 13.882
C 8.851 8.172 14.155
C 9.858 7.755 13.266
C 10.232 8.546 12.211
C 8.706 11.127 9.551
C 8.876 11.988 8.450
C 7.820 12.204 7.575
C 6.604 11.541 7.774
C 6.445 10.668 8.831
C 7.485 10.491 9.747
C 12.715 10.249 9.513
C 13.488 9.226 8.875
C 13.345 14.272 11.229
C 14.582 13.974 11.734
C 15.455 14.968 12.235
C 15.050 16.310 12.210
C 15.733 17.639 12.525
C 14.702 18.722 12.050
C 13.464 17.979 11.665
C 12.214 18.363 11.188
C 11.245 17.378 10.897
C 11.468 15.999 11.028
P 10.028 14.889 10.839
C 9.297 15.480 9.256
C 8.099 16.200 9.217
C 7.607 16.699 8.007
C 8.317 16.504 6.836
C 9.516 15.802 6.880
C 10.015 15.335 8.074
C 8.681 15.249 12.062
C 8.801 16.249 13.042
C 7.906 16.295 14.089
C 6.833 15.391 14.121
C 6.572 14.575 13.025
C 7.504 14.508 11.986
C 12.807 15.556 11.357
C 13.744 16.591 11.758
H 15.182 12.573 9.668
H 16.566 10.674 8.765
H 16.109 7.552 8.377
H 15.831 8.503 6.897
H 14.073 6.301 7.952
H 13.895 7.306 6.459
H 11.058 7.165 7.674
H 9.704 8.787 8.940
H 7.963 11.056 12.603
H 7.320 9.628 14.525
H 8.618 7.579 15.016
H 10.341 6.777 13.363
H 11.015 8.250 11.516
H 9.816 12.512 8.314
H 7.955 12.862 6.706
H 5.821 11.677 7.046
H 5.553 10.092 8.927
H 7.377 9.734 10.534
H 14.918 12.937 11.741
H 16.436 14.693 12.603
H 16.700 17.754 11.974
H 15.938 17.749 13.586
H 15.086 19.274 11.148
H 14.525 19.471 12.833
H 11.954 19.392 10.995
H 10.253 17.708 10.577
H 7.570 16.485 10.138
H 6.663 17.230 7.998
H 7.954 16.969 5.935
H 10.074 15.622 5.964
H 10.990 14.860 8.085
H 9.610 16.970 12.957
H 7.997 17.002 14.898
H 6.190 15.398 15.000
H 5.690 13.951 13.049
H 7.310 13.848 11.148
Br 13.063 10.656 12.962
C 12.007 11.690 14.150
C 12.279 11.503 15.496
C 11.554 12.245 16.416
C 10.543 13.059 15.950
C 10.271 13.117 14.583
N 11.065 12.472 13.654
H 13.085 10.827 15.788
H 11.709 12.142 17.481
H 9.905 13.646 16.614
H 9.487 13.737 14.180
*
```

**E_HOMO (alpha / beta)**: -12.77 / -12.86 eV
**Energy relative to the best compared isomer or geometry (same formula, charge and spin)**: 0.00 kcal per mole
**Expectation value of S²**: 2.01
**Molecular weight**: 939.521 g/mol
**Frontier orbital gap (alpha / beta)**: 7.7 / 6.4 eV